[1]
C5H9O7 | ωB97M-V with the def2-TZVPD basis set

Output
Lowest unoccupied orbital energy (alpha / beta), Ha: -0.01351 / -0.11623
Energy, a.u.: -722.290401
HOMO (alpha / beta), eV: -10.11 / -10.42
Energy relative to the best compared isomer or geometry (same formula, charge and spin), eV: 0.000
Kohn-Sham gap (alpha / beta), eV: 9.7 / 7.3
Multiplicity: 2

Positions of all 21 atoms, in Å:
1 H -2.105 -1.250 3.031
2 O -1.148 -1.116 3.231
3 O -0.894 -0.244 2.061
4 C -1.354 -1.095 0.940
5 C -0.920 -0.057 -0.323
6 O -1.784 0.558 -0.906
7 C 0.613 0.336 -0.643
8 C 1.300 -0.745 -1.411
9 C 0.562 1.701 -1.376
10 O -0.085 2.696 -0.659
11 O 1.222 0.660 0.589
12 O 1.609 -0.632 1.193
13 H 0.982 -0.605 1.949
14 O -2.531 -1.445 0.879
15 H -0.499 -1.791 0.688
16 H 0.785 -0.888 -2.376
17 H 2.330 -0.423 -1.627
18 H 1.262 -1.670 -0.824
19 H 1.576 2.101 -1.535
20 H 0.075 1.559 -2.359
21 H -0.995 2.350 -0.520



[2]
C12H8N4O | ωB97M-V with the def2-TZVPD basis set

Output
Lowest unoccupied orbital energy, Ha: -0.01805
Energy, a.u.: -756.380311
SMILES string: O=c1nc(-c2cccnc2)[nH]c2ncccc12
HOMO, eV: -9.32
Energy relative to the best compared isomer or geometry (same formula, charge and spin), eV: 0.000
Kohn-Sham gap, eV: 8.8

Positions of all 25 atoms, in Å:
1 O -1.580 -0.009 -3.134
2 N -0.446 -0.892 -1.390
3 N 0.586 -4.150 0.891
4 N -0.032 2.807 0.312
5 C -0.981 0.200 -2.104
6 C 0.158 -0.644 -0.272
7 C 1.330 -4.013 1.987
8 C -0.647 3.898 -0.183
9 C 0.219 -3.077 0.194
10 C -0.175 1.676 -0.402
11 C 1.699 -2.750 2.421
12 C -1.372 3.891 -1.353
13 C 1.357 -1.606 1.703
14 C -1.515 2.711 -2.060
15 C 0.596 -1.784 0.549
16 C -0.910 1.568 -1.549
17 N 0.371 0.606 0.209
18 H 1.681 -4.892 2.492
19 H -0.526 4.837 0.367
20 H -0.408 -3.292 -0.665
21 H 2.312 -2.707 3.328
22 H -1.852 4.816 -1.656
23 H 1.710 -0.654 2.086
24 H -2.116 2.694 -2.965
25 H 0.541 0.766 1.193



[3]
C21H15F17NO4S | ωB97M-V with the def2-TZVPD basis set

Output
Lowest unoccupied orbital energy, Ha: -0.19172
Energy, a.u.: -3260.282391
Net charge: +1
HOMO, eV: -11.55
Kohn-Sham gap, eV: 6.3

Positions of all 59 atoms, in Å:
1 F 2.406 -4.366 0.210
2 C 3.570 -3.655 0.647
3 F 4.046 -4.385 1.769
4 F 4.577 -3.608 -0.323
5 C 3.072 -2.236 1.191
6 F 1.841 -2.392 1.907
7 F 4.020 -1.844 2.203
8 C 3.051 -1.036 0.133
9 F 2.653 0.127 0.887
10 F 4.400 -0.751 -0.264
11 C 2.080 -1.217 -1.120
12 F 0.766 -1.454 -0.577
13 F 2.355 -2.397 -1.889
14 C 2.101 -0.003 -2.186
15 F 2.780 -0.493 -3.355
16 F 2.850 1.121 -1.775
17 C 0.616 0.388 -2.737
18 F -0.093 -0.738 -3.200
19 F 0.883 1.173 -3.913
20 C -0.217 1.320 -1.705
21 F -0.080 2.653 -2.226
22 F 0.370 1.371 -0.399
23 C -1.742 0.909 -1.506
24 F -1.916 -0.442 -1.040
25 F -2.360 0.969 -2.806
26 C -2.621 1.826 -0.542
27 C -4.171 2.144 -0.911
28 O -5.114 1.182 -0.398
29 C -5.233 0.031 -1.242
30 C -4.863 -1.401 -0.775
31 C -4.931 -2.676 -1.649
32 C -5.407 -2.526 -3.112
33 C -5.837 -1.110 -3.616
34 C -5.761 0.154 -2.719
35 C -2.549 1.000 0.867
36 N -2.946 1.911 2.019
37 C -2.747 3.220 1.813
38 S -2.009 3.429 0.148
39 H -4.416 3.143 -0.383
40 H -4.308 2.348 -2.030
41 H -4.487 -1.513 0.307
42 H -4.590 -3.663 -1.165
43 H -5.423 -3.463 -3.763
44 H -6.203 -1.050 -4.693
45 H -6.082 1.189 -3.104
46 H -3.272 0.132 1.010
47 H -1.496 0.679 1.208
48 H -3.339 1.623 2.939
49 H -2.984 4.024 2.595
50 C 5.951 1.034 2.954
51 C 5.326 0.240 4.060
52 O 5.985 0.729 5.219
53 C 6.440 1.979 4.924
54 O 6.894 2.739 5.727
55 O 6.309 2.250 3.595
56 H 5.259 1.219 2.130
57 H 6.855 0.563 2.558
58 H 4.253 0.430 4.157
59 H 5.487 -0.833 3.945



[4]
C4H9NS | ωB97M-V with the def2-TZVPD basis set

Output
Lowest unoccupied orbital energy, Ha: 0.03864
Energy, a.u.: -610.689594
SMILES string: CNC[C@H]1CS1
HOMO, eV: -8.80
Energy relative to the best compared isomer or geometry (same formula, charge and spin), eV: 1.744
Kohn-Sham gap, eV: 9.8

Positions of all 15 atoms, in Å:
1 C 0.124 -0.014 -2.254
2 C -0.451 0.155 -0.044
3 C -0.364 -0.231 1.400
4 C 0.692 0.200 2.280
5 H -0.771 0.539 -2.358
6 H 1.081 0.511 -2.382
7 H 0.211 -0.727 -3.171
8 H -0.421 -1.557 -1.015
9 H 0.163 1.079 -0.191
10 H -1.463 0.610 -0.226
11 H -0.690 -1.295 1.482
12 H 1.116 -0.447 3.064
13 H 1.478 0.853 1.813
14 N 0.134 -0.742 -0.971
15 S -0.839 1.068 2.573



[5]
C37H40Cl2FN6O4S2Ti | ωB97M-V with the def2-TZVPD basis set

Output
Lowest unoccupied orbital energy, Ha: -0.10571
Energy, a.u.: -4729.385803
Net charge: +1
HOMO, eV: -9.85
Energy relative to the best compared isomer or geometry (same formula, charge and spin), eV: 0.000
Kohn-Sham gap, eV: 7.0

Positions of all 93 atoms, in Å:
1 Ti -0.748 -0.454 0.453
2 C -3.326 2.607 -1.668
3 C -2.331 2.025 -0.721
4 N -1.808 0.841 -0.908
5 N -2.406 0.161 -1.980
6 C -2.663 -1.225 -1.907
7 N -3.238 -1.627 -3.027
8 S -2.322 -2.151 -0.598
9 C -1.921 2.961 0.399
10 C -1.288 4.224 0.084
11 C -1.204 5.166 1.102
12 C -1.678 4.841 2.397
13 C -2.219 3.598 2.583
14 N -2.387 2.664 1.624
15 H -4.136 1.917 -1.615
16 H -3.694 3.571 -1.403
17 H -2.889 2.595 -2.673
18 H -1.896 0.300 -2.859
19 H -3.538 -2.582 -3.087
20 H -3.535 -0.938 -3.687
21 H -0.881 4.432 -0.927
22 H -0.770 6.092 0.849
23 H -1.659 5.559 3.196
24 H -2.581 3.398 3.558
25 C -1.274 -4.574 -2.832
26 C 0.064 -3.982 -2.453
27 C 1.250 -4.778 -3.037
28 C 0.203 -2.503 -2.828
29 C -0.077 -2.244 -4.185
30 C 0.183 -1.002 -4.794
31 C 0.758 -0.039 -3.979
32 C 1.014 -0.206 -2.610
33 C 1.968 0.610 -1.813
34 C 1.716 2.092 -1.944
35 C 3.367 0.303 -2.380
36 C 0.601 -1.429 -2.025
37 N 0.591 -1.562 -0.575
38 C 1.332 -2.552 -0.005
39 C 2.488 -3.018 -0.522
40 C 3.117 -4.097 0.034
41 C 2.640 -4.675 1.189
42 C 1.521 -4.131 1.844
43 C 0.931 -3.073 1.227
44 F -0.171 -2.417 1.729
45 H -1.159 -5.674 -2.773
46 H -1.540 -4.383 -3.880
47 H -2.082 -4.345 -2.146
48 H 0.116 -4.089 -1.331
49 H 1.194 -4.624 -4.169
50 H 1.101 -5.836 -2.801
51 H 2.237 -4.519 -2.627
52 H -0.396 -3.073 -4.837
53 H -0.031 -0.790 -5.858
54 H 0.953 0.940 -4.428
55 H 1.942 0.280 -0.747
56 H 1.750 2.397 -2.944
57 H 2.523 2.662 -1.401
58 H 0.721 2.407 -1.608
59 H 3.484 0.790 -3.343
60 H 3.588 -0.776 -2.446
61 H 4.052 0.777 -1.698
62 H 2.817 -2.539 -1.414
63 H 4.001 -4.518 -0.387
64 H 3.152 -5.534 1.552
65 H 1.156 -4.568 2.763
66 S -0.294 1.659 5.336
67 C -0.169 0.690 3.952
68 N 0.466 1.234 2.937
69 C 0.989 2.485 3.278
70 C 1.810 3.324 2.461
71 C 2.175 4.530 2.992
72 C 1.700 4.970 4.251
73 C 0.926 4.149 5.062
74 C 0.632 2.913 4.552
75 H -0.598 -0.315 3.910
76 H 1.997 3.026 1.446
77 H 2.734 5.225 2.370
78 H 2.001 5.978 4.576
79 H 0.501 4.399 6.039
80 C 2.652 -0.671 2.308
81 O 2.087 0.372 1.483
82 C 0.711 0.568 1.602
83 O 0.199 1.290 0.633
84 H 3.139 -0.078 3.067
85 H 3.379 -1.236 1.732
86 H 1.895 -1.344 2.759
87 Cl -3.233 -2.042 4.106
88 C -3.899 -0.552 3.438
89 Cl -3.683 0.814 4.551
90 C -3.411 -0.190 1.971
91 O -4.274 0.192 1.211
92 O -2.129 -0.362 1.877
93 H -4.985 -0.712 3.396



[6]
C50H27AsBrI4N5O2PbS4 | ωB97M-V with the def2-TZVPD basis set

Output
Lowest unoccupied orbital energy (alpha / beta), Ha: 0.09698 / 0.09687
Energy, a.u.: -10132.126546
Net charge: -2
HOMO (alpha / beta), eV: -2.38 / -2.38
Energy relative to the best compared isomer or geometry (same formula, charge and spin), eV: 0.275
Kohn-Sham gap (alpha / beta), eV: 5.0 / 5.0

Positions of all 95 atoms, in Å:
1 Pb 0.041 0.353 -0.378
2 I 0.869 8.346 5.461
3 C 0.677 6.511 4.479
4 C 1.310 6.312 3.224
5 C 1.126 5.105 2.536
6 C 0.352 4.087 3.100
7 C -0.303 4.286 4.330
8 C -0.124 5.487 5.035
9 C 0.132 2.807 2.391
10 C -1.097 2.646 1.737
11 C -2.214 3.633 1.787
12 C -3.262 3.025 1.170
13 C -2.805 1.749 0.694
14 C -3.628 0.761 0.020
15 C -5.035 1.150 -0.241
16 C -5.485 1.871 -1.380
17 C -6.747 2.279 -1.627
18 C -7.700 1.873 -0.700
19 I -9.809 2.074 -0.866
20 C -7.376 1.026 0.363
21 C -6.003 0.782 0.626
22 C -3.229 -0.517 -0.351
23 N -1.983 -1.024 -0.166
24 C -2.016 -2.226 -0.709
25 C -0.928 -3.206 -0.769
26 C -1.346 -4.449 -1.449
27 C -0.679 -4.857 -2.587
28 C -0.856 -6.032 -3.220
29 C -1.779 -6.909 -2.659
30 I -2.067 -8.897 -3.444
31 C -2.448 -6.653 -1.494
32 C -2.242 -5.379 -0.926
33 C 0.385 -3.045 -0.293
34 C 1.417 -4.005 -0.426
35 C 2.527 -3.351 0.091
36 C 2.126 -2.056 0.523
37 N 0.764 -1.934 0.305
38 C 2.863 -1.141 1.336
39 C 2.443 0.092 1.916
40 C 3.169 0.880 2.869
41 C 2.309 1.889 3.301
42 C 1.174 1.846 2.430
43 N 1.209 0.720 1.663
44 C 4.227 -1.644 1.749
45 C 4.491 -2.106 3.055
46 C 5.749 -2.475 3.415
47 C 6.798 -2.348 2.501
48 I 8.774 -2.455 3.188
49 C 6.552 -1.963 1.202
50 C 5.243 -1.633 0.872
51 C -3.342 -2.563 -1.202
52 C -4.037 -1.376 -1.047
53 N -1.502 1.503 1.043
54 H 1.890 7.072 2.752
55 H 1.661 4.978 1.595
56 H -0.962 3.489 4.740
57 H -0.586 5.494 6.060
58 H -2.075 4.627 2.246
59 H -4.267 3.423 0.935
60 H -4.701 2.095 -2.078
61 H -6.948 2.890 -2.489
62 H -8.197 0.602 1.020
63 H -5.700 0.246 1.522
64 H 0.122 -4.253 -2.843
65 H -0.273 -6.416 -3.989
66 H -3.130 -7.367 -1.119
67 H -2.744 -5.152 0.019
68 H 1.241 -4.984 -0.828
69 H 3.556 -3.743 0.177
70 H 4.181 0.675 3.103
71 H 2.468 2.619 4.094
72 H 3.733 -2.042 3.850
73 H 6.004 -2.858 4.411
74 H 7.341 -1.820 0.513
75 H 4.989 -1.304 -0.165
76 H -3.682 -3.449 -1.777
77 H -5.048 -1.240 -1.360
78 S 1.020 -1.795 -7.020
79 As -0.335 -2.991 -6.003
80 S -1.492 -1.676 -4.248
81 S -3.168 -1.606 -5.461
82 S -2.548 -2.946 -6.951
83 Br 2.599 -1.228 -2.844
84 C 2.968 0.570 -2.757
85 C 3.716 1.089 -3.887
86 C 4.112 2.410 -3.855
87 C 3.596 3.214 -2.816
88 C 2.789 2.605 -1.845
89 N 2.540 1.268 -1.739
90 C 2.202 3.545 -0.765
91 O 2.833 4.555 -0.456
92 O 1.133 3.146 -0.305
93 H 3.925 0.379 -4.642
94 H 4.800 2.807 -4.534
95 H 3.752 4.223 -2.738



[7]
C17H22ClI2OP2Tc | ωB97M-V with the def2-TZVPD basis set

Output
Lowest unoccupied orbital energy (alpha / beta), Ha: -0.48861 / -0.50293
Energy, a.u.: -2554.185710
Net charge: +3
HOMO (alpha / beta), eV: -17.97 / -17.98
Energy relative to the best compared isomer or geometry (same formula, charge and spin), eV: 0.000
Kohn-Sham gap (alpha / beta), eV: 4.7 / 4.3
Multiplicity: 4

Positions of all 46 atoms, in Å:
1 I 2.210 -2.134 -1.825
2 I -1.411 -4.727 -1.820
3 Tc 0.007 -0.883 -1.175
4 P -0.662 -0.096 -3.221
5 C -1.154 -1.473 -4.296
6 C -2.126 0.926 -2.898
7 H 0.672 1.871 -3.709
8 H -0.126 1.234 -5.199
9 H 1.318 0.416 -4.523
10 C 0.401 0.964 -4.269
11 H -1.853 1.685 -2.158
12 H -2.447 1.412 -3.821
13 H -1.451 -1.090 -5.275
14 H -1.966 -2.038 -3.826
15 H -2.934 0.305 -2.498
16 H -0.302 -2.148 -4.415
17 C -1.782 -1.490 -0.869
18 O -2.878 -1.893 -0.676
19 Cl 0.829 1.410 -1.114
20 C 0.787 -2.299 1.989
21 P 0.504 -0.755 1.066
22 C -0.954 -0.013 1.929
23 C -1.092 1.365 2.126
24 C -2.195 1.850 2.840
25 C -3.196 0.979 3.261
26 C -3.127 -0.376 2.938
27 C -2.024 -0.878 2.249
28 C 2.020 0.191 1.508
29 C 3.195 -0.045 0.782
30 C 4.324 0.748 0.941
31 C 4.318 1.801 1.850
32 C 3.170 2.016 2.623
33 C 2.038 1.201 2.479
34 H -0.054 -2.980 1.798
35 H 0.871 -2.072 3.067
36 H 1.731 -2.733 1.632
37 H -0.361 2.071 1.712
38 H -2.253 2.915 3.053
39 H -4.046 1.361 3.832
40 H -3.936 -1.055 3.202
41 H -1.989 -1.924 1.942
42 H 3.209 -0.837 0.020
43 H 5.211 0.548 0.340
44 H 5.190 2.451 1.959
45 H 3.143 2.834 3.333
46 H 1.171 1.386 3.117



[8]
C4H6O | ωB97M-V with the def2-TZVPD basis set

Output
Lowest unoccupied orbital energy (alpha / beta), Ha: -0.01782 / -0.03106
Energy, a.u.: -231.057228
HOMO (alpha / beta), eV: -8.19 / -8.51
Energy relative to the best compared isomer or geometry (same formula, charge and spin), eV: 4.530
Kohn-Sham gap (alpha / beta), eV: 7.7 / 7.7

Positions of all 11 atoms, in Å:
1 O -1.931 -1.070 0.794
2 C -0.923 -0.735 -0.132
3 C -0.194 0.512 0.241
4 C 1.023 0.887 -0.222
5 C 2.174 0.543 -0.913
6 H -1.496 -1.257 1.635
7 H -0.207 -1.551 -0.314
8 H -1.444 -0.556 -1.082
9 H 0.861 1.963 -0.373
10 H -0.803 1.285 0.708
11 H 2.940 -0.020 -0.343



[9]
C5H11ISi | ωB97M-V with the def2-TZVPD basis set

Output
Lowest unoccupied orbital energy, Ha: 0.02237
Energy, a.u.: -784.199911
HOMO, eV: -8.43
Energy relative to the best compared isomer or geometry (same formula, charge and spin), eV: 2.143
Kohn-Sham gap, eV: 9.0

Positions of all 18 atoms, in Å:
1 C 0.784 0.292 -1.461
2 C 1.343 -0.421 -0.236
3 C 1.042 -2.282 0.036
4 C -1.868 0.053 0.275
5 C 0.172 2.556 0.714
6 Si -0.127 0.745 0.102
7 I 3.404 -0.061 0.278
8 H 1.514 0.891 -1.813
9 H 0.429 -0.291 -2.331
10 H 1.542 -3.097 -0.582
11 H -0.059 -2.380 0.082
12 H 1.639 -2.321 1.035
13 H -1.794 -1.044 0.340
14 H -2.336 0.375 1.301
15 H -2.485 0.276 -0.590
16 H -0.758 3.089 0.710
17 H 0.598 2.780 1.715
18 H 0.872 3.017 0.005



[10]
C25H63B3FNO8 | ωB97M-V with the def2-TZVPD basis set

Output
Lowest unoccupied orbital energy, Ha: 0.02413
Energy, a.u.: -1821.630704
SMILES string: C[C@@H](F)CB1OBOB(CCN)O1.CCOCC.CCOCC.CCOCC.CCOCC.CCOCC
HOMO, eV: -9.46
Kohn-Sham gap, eV: 10.1

Positions of all 101 atoms, in Å:
1 C 5.781 0.777 -1.662
2 C 6.594 -0.471 -1.978
3 F 7.766 -0.420 -1.210
4 C 5.845 -1.764 -1.707
5 B 6.615 -3.091 -1.395
6 O 5.861 -4.269 -1.364
7 B 6.468 -5.453 -1.706
8 O 7.843 -5.520 -1.749
9 B 8.574 -4.333 -1.755
10 C 9.953 -4.246 -2.487
11 C 9.894 -4.957 -3.843
12 N 9.017 -4.214 -4.765
13 O 7.966 -3.234 -1.178
14 H 5.918 1.558 -2.412
15 H 6.109 1.175 -0.700
16 H 4.716 0.551 -1.588
17 H 6.928 -0.455 -3.017
18 H 5.110 -1.616 -0.905
19 H 5.236 -2.006 -2.587
20 H 5.819 -6.408 -1.989
21 H 10.774 -4.654 -1.886
22 H 10.167 -3.184 -2.642
23 H 10.904 -5.061 -4.248
24 H 9.496 -5.965 -3.715
25 H 9.530 -3.850 -5.557
26 H 8.304 -4.818 -5.154
27 C 1.581 -1.009 2.012
28 C 2.126 -1.786 0.826
29 O 3.536 -1.740 0.715
30 C 4.274 -2.306 1.787
31 C 4.046 -3.796 1.969
32 H 1.969 0.010 2.007
33 H 0.492 -0.965 1.956
34 H 1.845 -1.466 2.967
35 H 1.766 -1.345 -0.104
36 H 1.760 -2.819 0.857
37 H 4.086 -1.771 2.724
38 H 5.314 -2.117 1.516
39 H 3.038 -4.019 2.323
40 H 4.749 -4.184 2.708
41 H 4.208 -4.320 1.026
42 C -0.356 4.156 -0.725
43 C 0.242 3.454 -1.931
44 O 1.659 3.521 -2.011
45 C 2.356 2.969 -0.908
46 C 2.049 1.504 -0.650
47 H -0.025 5.194 -0.673
48 H -1.445 4.131 -0.800
49 H -0.085 3.662 0.209
50 H -0.109 3.920 -2.851
51 H -0.092 2.410 -1.952
52 H 2.165 3.554 -0.001
53 H 3.411 3.094 -1.154
54 H 1.019 1.351 -0.325
55 H 2.707 1.119 0.130
56 H 2.211 0.915 -1.556
57 C -5.270 2.465 -2.831
58 C -3.942 2.078 -2.202
59 O -3.697 2.699 -0.952
60 C -4.646 2.409 0.065
61 C -4.742 0.939 0.431
62 H -5.357 3.550 -2.901
63 H -5.335 2.047 -3.837
64 H -6.118 2.087 -2.258
65 H -3.117 2.400 -2.839
66 H -3.873 0.987 -2.111
67 H -5.634 2.791 -0.213
68 H -4.309 2.983 0.929
69 H -5.155 0.339 -0.381
70 H -5.396 0.815 1.294
71 H -3.759 0.542 0.688
72 C -9.515 3.872 1.797
73 C -8.451 3.568 0.758
74 O -8.297 2.191 0.462
75 C -9.439 1.543 -0.075
76 C -9.909 2.118 -1.400
77 H -9.342 3.287 2.702
78 H -9.480 4.930 2.057
79 H -10.521 3.654 1.435
80 H -7.472 3.879 1.127
81 H -8.643 4.140 -0.158
82 H -10.259 1.543 0.651
83 H -9.127 0.507 -0.208
84 H -10.307 3.128 -1.293
85 H -10.704 1.493 -1.808
86 H -9.089 2.146 -2.118
87 C -1.825 -1.780 4.311
88 C -2.471 -0.794 3.352
89 O -3.880 -0.722 3.470
90 C -4.372 -0.303 4.732
91 C -3.927 1.093 5.135
92 H -2.288 -2.763 4.216
93 H -0.763 -1.874 4.080
94 H -1.908 -1.459 5.350
95 H -2.297 -1.105 2.321
96 H -2.019 0.199 3.469
97 H -4.105 -1.026 5.511
98 H -5.457 -0.332 4.625
99 H -2.856 1.144 5.332
100 H -4.445 1.392 6.047
101 H -4.167 1.811 4.349